Entry 1:
A 2-piece molecular cluster, C3H8O overall. Source: the Open Molecules 2025 dataset; level of theory: ωB97M-V/def2-TZVPD.

Summary:
**Electronic energy**: -194.26249 Eh
**HOMO level**: -0.354 Ha
**Orbital gap**: 10.5998 eV
**Energy relative to the best compared isomer or geometry (same formula, charge and spin)**: 192.9 kJ/mol

```
! RIJCOSX wB97M-V def2-TZVPD def2/J DEFGRID3
* xyz 0 1
H 2.153 0.279 -0.258
H 1.845 0.851 -0.630
C 0.012 -1.742 0.210
C -0.406 -0.629 -0.366
C -0.600 0.665 0.334
O -0.345 1.718 -0.571
H 0.427 -1.743 1.215
H 0.015 -2.692 -0.311
H -0.811 -0.612 -1.371
H 0.002 0.704 1.252
H -1.655 0.676 0.630
H -0.637 2.525 -0.136
*
```

Atom-resolved charges from Mulliken, all expressed in e:
1 H 0.05
2 H -0.04
3 C -0.68
4 C -0.11
5 C -0.42
6 O -0.50
7 H 0.24
8 H 0.26
9 H 0.27
10 H 0.31
11 H 0.33
12 H 0.30

***

Entry 2:
The molecule C5H6OS. Source: the Open Molecules 2025 dataset; level of theory: ωB97M-V/def2-TZVPD.

Summary:
**Electronic energy**: -667.42066 Eh
**HOMO level**: -0.334 Ha
**Orbital gap**: 10.0344 eV
**Energy relative to the best compared isomer or geometry (same formula, charge and spin)**: 308.4 kJ/mol

```
! RIJCOSX wB97M-V def2-TZVPD def2/J DEFGRID3
* xyz 0 1
C -0.791 -0.382 0.842
C 0.701 -0.728 0.759
O 1.352 0.470 0.840
C 1.252 -0.054 -0.426
C 0.124 0.683 -1.221
S -1.207 -0.418 -1.924
C -1.099 0.354 -0.394
H -0.810 0.328 1.756
H -1.526 -1.291 1.261
H 1.293 -1.631 1.251
H 2.093 -0.371 -1.075
H 0.241 1.644 -1.751
H -1.623 1.397 0.081
*
```

Atom-resolved charges from Mulliken, all expressed in e:
1 C -0.86
2 C 0.10
3 O -0.42
4 C -0.21
5 C -0.52
6 S -0.22
7 C 0.23
8 H 0.23
9 H 0.28
10 H 0.32
11 H 0.37
12 H 0.42
13 H 0.28

***

Entry 3:
The molecule C2H6IN. Source: the Open Molecules 2025 dataset; level of theory: ωB97M-V/def2-TZVPD.

Summary:
**Electronic energy**: -432.18687 Eh
**HOMO level**: -0.324 Ha
**Orbital gap**: 8.5893 eV
**Energy relative to the best compared isomer or geometry (same formula, charge and spin)**: 25.2 kJ/mol

```
! RIJCOSX wB97M-V def2-TZVPD def2/J DEFGRID3
* xyz 0 1
C 0.798 0.213 0.701
C 0.240 0.231 -0.607
N -1.061 -0.598 -0.823
I -3.020 -0.067 -0.216
H 1.206 -0.731 1.010
H 1.787 0.814 0.866
H 0.008 0.411 1.446
H -0.078 1.253 -0.803
H 0.946 -0.094 -1.389
H -0.825 -1.433 -0.185
*
```

Atom-resolved charges from Mulliken, all expressed in e:
1 C -1.06
2 C -0.12
3 N -0.62
4 I 0.08
5 H 0.36
6 H 0.29
7 H 0.27
8 H 0.25
9 H 0.25
10 H 0.31

***

Entry 4:
C32H37IrN5OSSb as an isolated structure. Source: the Open Molecules 2025 dataset; level of theory: ωB97M-V/def2-TZVPD.

Summary:
**Electronic energy**: -2333.07976 Eh
**HOMO level (alpha / beta)**: -0.339 / -0.341 Ha
**Orbital gap (alpha / beta)**: 5.9523 / 5.9837 eV
**Energy relative to the best compared isomer or geometry (same formula, charge and spin)**: 158.7 kJ/mol

```
! RIJCOSX wB97M-V def2-TZVPD def2/J DEFGRID3
* xyz 1 2
Ir -0.873 0.333 -0.087
S -4.023 -4.101 5.249
N -3.121 -2.768 5.391
C -2.780 -2.399 4.173
C -1.964 -1.258 3.836
C -1.417 -0.402 4.783
C -0.647 0.664 4.362
C -0.440 0.834 3.001
N -0.942 0.020 2.085
C -1.714 -1.026 2.467
C -2.253 -1.882 1.448
N -1.978 -1.577 0.165
C -2.470 -2.332 -0.806
C -3.266 -3.445 -0.575
C -3.564 -3.781 0.732
C -3.053 -3.001 1.762
C -3.301 -3.259 3.159
N -4.016 -4.256 3.640
H -1.604 -0.585 5.833
H -0.210 1.357 5.065
H 0.164 1.654 2.636
H -2.211 -2.041 -1.817
H -3.646 -4.024 -1.404
H -4.182 -4.636 0.971
C 2.264 2.880 1.254
C 2.975 2.128 0.137
C 4.475 2.047 0.390
Sb 2.009 0.157 -0.133
C 2.823 -0.606 -2.037
C 4.257 -0.205 -2.359
C 2.588 -2.112 -2.067
C 3.007 -1.171 1.337
C 4.469 -1.445 1.004
C 2.860 -0.624 2.750
H 2.604 3.918 1.288
H 2.486 2.431 2.226
H 1.181 2.884 1.115
H 2.784 2.625 -0.818
H 4.680 1.647 1.384
H 4.910 3.050 0.347
H 4.991 1.434 -0.347
H 2.175 -0.133 -2.770
H 4.981 -0.621 -1.659
H 4.365 0.880 -2.376
H 4.516 -0.575 -3.357
H 3.245 -2.640 -1.376
H 2.785 -2.508 -3.069
H 1.556 -2.352 -1.794
H 2.434 -2.099 1.252
H 5.071 -0.539 1.072
H 4.591 -1.867 0.009
H 4.880 -2.168 1.716
H 3.414 0.309 2.874
H 3.269 -1.341 3.467
H 1.818 -0.447 3.015
C -3.999 4.119 -0.179
C -4.431 2.827 -0.442
C -3.519 1.779 -0.468
C -2.157 1.998 -0.233
C -1.742 3.304 0.017
C -2.652 4.355 0.049
H -4.710 4.935 -0.161
H -5.483 2.636 -0.622
H -3.884 0.779 -0.679
H -0.693 3.528 0.183
H -2.304 5.359 0.257
O -0.252 0.201 -2.261
N -0.803 0.228 -3.454
C -1.454 1.331 -3.871
C -1.969 1.400 -5.144
C -1.816 0.329 -6.014
C -1.137 -0.794 -5.562
C -0.647 -0.826 -4.276
H -1.528 2.128 -3.144
H -2.477 2.302 -5.452
H -2.216 0.368 -7.017
H -0.972 -1.647 -6.204
H -0.106 -1.665 -3.865
*
```

Atom-resolved charges from Mulliken, all expressed in e:
1 Ir 2.34
2 S 0.17
3 N -0.67
4 C 0.72
5 C 0.48
6 C -0.57
7 C -0.70
8 C -0.40
9 N -0.09
10 C -0.04
11 C -0.22
12 N -0.33
13 C -0.23
14 C -0.85
15 C -0.48
16 C 0.25
17 C 0.75
18 N -0.68
19 H 0.54
20 H 0.52
21 H 0.16
22 H 0.31
23 H 0.48
24 H 0.55
25 C -0.76
26 C 0.27
27 C -1.52
28 Sb -0.77
29 C 0.63
30 C -1.50
31 C -1.42
32 C 0.32
33 C -1.31
34 C -1.10
35 H 0.54
36 H 0.22
37 H -0.33
38 H 0.60
39 H 0.26
40 H 0.49
41 H 0.24
42 H 0.16
43 H 0.23
44 H 0.38
45 H 0.49
46 H 0.27
47 H 0.43
48 H 0.25
49 H 0.47
50 H 0.16
51 H 0.19
52 H 0.50
53 H 0.20
54 H 0.50
55 H 0.10
56 C -0.43
57 C -0.67
58 C -0.23
59 C 0.01
60 C 0.03
61 C -0.67
62 H 0.38
63 H 0.41
64 H 0.28
65 H 0.22
66 H 0.41
67 O -0.18
68 N -0.01
69 C -0.21
70 C -0.89
71 C -0.16
72 C -0.87
73 C 0.16
74 H 0.56
75 H 0.43
76 H 0.41
77 H 0.43
78 H 0.38

***

Entry 5:
C27H37N8O2Re as an isolated structure. Source: the Open Molecules 2025 dataset; level of theory: ωB97M-V/def2-TZVPD.

Summary:
**Electronic energy**: -1716.76690 Eh
**HOMO level (alpha / beta)**: -0.561 / -0.560 Ha
**Orbital gap (alpha / beta)**: 5.4629 / 4.3916 eV
**Energy relative to the best compared isomer or geometry (same formula, charge and spin)**: 0.0 kJ/mol

```
! RIJCOSX wB97M-V def2-TZVPD def2/J DEFGRID3
* xyz 3 4
Re 0.866 0.040 -0.219
N -0.380 2.756 -2.224
C 0.844 2.933 -3.000
C 2.024 2.181 -2.405
N 1.915 0.742 -2.195
C 1.268 0.087 -3.372
C -0.139 -0.424 -3.020
N -0.576 -0.001 -1.657
C 3.344 0.217 -1.999
C 3.857 0.606 -0.596
N 2.955 -0.036 0.399
H -1.190 3.084 -2.716
H -0.304 3.302 -1.375
H 1.183 4.023 -2.993
H 0.690 2.668 -4.037
H 2.292 2.647 -1.432
H 2.905 2.393 -3.026
H 1.892 -0.779 -3.650
H 1.193 0.754 -4.264
H -0.163 -1.517 -3.116
H -0.836 -0.047 -3.802
H -1.477 -0.426 -1.484
H -0.767 1.049 -1.726
H 4.007 0.724 -2.773
H 3.344 -0.845 -2.143
H 3.852 1.690 -0.483
H 4.878 0.259 -0.482
H 3.190 0.349 1.349
H 3.256 -1.006 0.497
O -1.865 -4.845 4.186
N -1.097 -5.367 3.324
O -0.926 -6.607 3.274
C -0.568 -4.527 2.338
C -0.160 -5.198 1.215
C 0.423 -4.493 0.182
C 1.051 -5.205 -0.859
C 1.852 -4.468 -1.695
C 1.885 -3.081 -1.610
N 1.269 -2.350 -0.664
C 0.534 -3.063 0.244
C 0.051 -2.403 1.358
N 0.240 -1.032 1.411
C -0.005 -0.427 2.578
C -0.657 -1.050 3.610
C -1.034 -2.373 3.548
C -0.593 -3.111 2.431
H -0.211 -6.280 1.202
H 0.950 -6.272 -0.955
H 2.473 -4.950 -2.455
H 2.476 -2.537 -2.343
H 0.311 0.590 2.588
H -0.958 -0.473 4.486
H -1.673 -2.815 4.306
C -4.472 2.361 0.137
N -3.641 1.855 1.238
C -4.310 1.429 2.491
C -2.412 1.230 0.864
C -1.267 2.240 0.937
C -1.496 3.533 1.428
C -0.480 4.485 1.500
C 0.815 4.083 1.262
C 1.048 2.744 0.917
C 0.068 1.801 0.547
H -4.882 1.478 -0.444
H -3.830 2.952 -0.529
H -5.314 2.955 0.541
H -4.806 0.404 2.458
H -4.995 2.199 2.847
H -3.576 1.355 3.272
H -2.489 0.848 -0.211
H -2.187 0.397 1.552
H -2.506 3.800 1.710
H -0.696 5.526 1.763
H 1.640 4.799 1.245
H 2.095 2.440 0.718
*
```

Atom-resolved charges from Mulliken, all expressed in e:
1 Re 1.38
2 N -0.45
3 C -1.05
4 C -0.62
5 N -0.48
6 C -0.50
7 C -0.96
8 N -0.35
9 C -0.60
10 C -0.81
11 N -0.65
12 H 0.27
13 H 0.09
14 H 0.45
15 H 0.41
16 H 0.39
17 H 0.36
18 H 0.56
19 H 0.38
20 H 0.43
21 H 0.48
22 H 0.46
23 H 0.16
24 H 0.53
25 H 0.30
26 H 0.31
27 H 0.63
28 H 0.36
29 H 0.39
30 O -0.55
31 N 0.94
32 O -0.53
33 C -0.61
34 C -0.30
35 C 0.66
36 C -0.83
37 C -1.14
38 C -0.09
39 N 0.02
40 C -0.28
41 C 0.54
42 N 0.32
43 C -0.58
44 C -1.04
45 C -0.72
46 C 0.48
47 H 0.62
48 H 0.57
49 H 0.47
50 H 0.27
51 H 0.92
52 H 0.52
53 H 0.64
54 C -0.84
55 N 0.30
56 C -1.03
57 C -0.92
58 C 1.75
59 C -0.51
60 C -1.03
61 C -0.84
62 C -0.39
63 C 0.49
64 H 0.24
65 H 0.29
66 H 0.33
67 H 0.28
68 H 0.35
69 H 0.37
70 H 0.13
71 H 0.20
72 H 0.59
73 H 0.44
74 H 0.49
75 H 0.14

***

Entry 6:
A 11-piece molecular cluster, C46H120N6O17 overall. Source: the Open Molecules 2025 dataset; level of theory: ωB97M-V/def2-TZVPD.

Summary:
**Electronic energy**: -3431.60525 Eh
**HOMO level**: -0.307 Ha
**Orbital gap**: 8.6252 eV
**Energy relative to the best compared isomer or geometry (same formula, charge and spin)**: 678.5 kJ/mol

```
! RIJCOSX wB97M-V def2-TZVPD def2/J DEFGRID3
* xyz 0 1
C 4.765 -7.523 -0.526
O 3.952 -7.784 0.620
C 4.655 -8.003 1.861
C 3.687 -8.217 3.022
N 2.779 -7.135 3.276
C 2.062 -7.161 4.552
C 2.916 -7.365 5.875
O 3.319 -8.786 6.007
C 4.475 -8.891 6.893
H 5.282 -8.454 -0.759
H 5.481 -6.753 -0.239
H 4.167 -7.348 -1.421
H 5.328 -7.210 2.186
H 5.433 -8.759 1.749
H 4.272 -8.435 3.916
H 3.122 -9.112 2.759
H 2.088 -7.011 2.551
H 1.276 -7.913 4.486
H 1.455 -6.258 4.621
H 2.277 -7.053 6.700
H 3.799 -6.728 5.835
H 4.783 -9.920 7.079
H 4.290 -8.461 7.878
H 5.406 -8.478 6.505
C 1.074 -5.124 -10.554
O 1.470 -4.079 -9.655
C 2.639 -3.388 -9.959
C 2.513 -2.285 -11.089
N 1.411 -1.454 -10.838
C 1.326 -0.384 -11.779
C -0.126 0.086 -12.015
O -0.821 -0.821 -12.771
C -2.200 -0.495 -13.047
H 0.116 -5.519 -10.213
H 1.789 -5.926 -10.375
H 1.007 -4.795 -11.591
H 3.405 -4.133 -10.175
H 2.917 -2.882 -9.035
H 2.533 -2.775 -12.062
H 3.402 -1.668 -10.962
H 0.578 -2.009 -10.704
H 1.640 -0.529 -12.813
H 1.967 0.439 -11.465
H -0.083 1.087 -12.444
H -0.558 0.280 -11.033
H -2.613 -1.125 -13.835
H -2.385 0.511 -13.426
H -2.932 -0.641 -12.253
C 7.118 5.532 -4.522
O 7.972 6.538 -3.998
C 7.520 7.764 -4.486
C 8.231 8.882 -3.741
N 9.540 9.196 -4.186
C 10.114 10.351 -3.427
C 11.429 10.864 -3.910
O 11.614 12.235 -3.484
C 12.711 12.895 -4.049
H 7.756 4.659 -4.657
H 6.641 5.679 -5.491
H 6.357 5.307 -3.775
H 6.436 7.877 -4.437
H 7.683 7.769 -5.564
H 8.371 8.614 -2.694
H 7.570 9.745 -3.813
H 10.039 8.320 -4.239
H 10.236 9.928 -2.430
H 9.336 11.035 -3.089
H 11.405 10.883 -5.000
H 12.243 10.181 -3.666
H 13.641 12.328 -3.995
H 12.740 13.796 -3.436
H 12.515 13.250 -5.061
C -2.275 -1.123 10.675
O -1.004 -1.661 10.153
C 0.232 -1.096 10.531
C 0.679 0.050 9.628
N 2.102 0.079 9.483
C 2.589 -0.819 8.449
C 2.084 -0.659 6.955
O 2.153 0.667 6.437
C 1.419 0.882 5.340
H -3.035 -1.901 10.592
H -2.690 -0.299 10.095
H -2.217 -0.765 11.702
H 0.997 -1.870 10.602
H 0.223 -0.771 11.572
H 0.437 0.968 10.163
H 0.098 0.092 8.706
H 2.193 1.060 9.258
H 2.582 -1.844 8.821
H 3.657 -0.603 8.401
H 1.029 -0.932 6.968
H 2.554 -1.316 6.223
H 1.560 1.856 4.871
H 0.363 0.614 5.347
H 1.805 0.201 4.582
C -13.441 -4.958 2.198
O -12.603 -3.843 2.218
C -11.248 -4.114 2.382
C -10.419 -3.052 1.593
N -9.027 -3.261 1.805
C -8.264 -2.076 1.980
C -8.307 -1.446 3.386
O -7.601 -2.137 4.430
C -6.212 -2.364 4.140
H -13.604 -5.354 3.200
H -13.014 -5.713 1.537
H -14.440 -4.741 1.820
H -11.012 -5.081 1.937
H -10.980 -4.144 3.438
H -10.707 -2.044 1.890
H -10.696 -3.150 0.544
H -8.822 -3.906 2.554
H -8.582 -1.246 1.349
H -7.233 -2.302 1.709
H -9.367 -1.401 3.638
H -7.908 -0.432 3.425
H -5.487 -2.269 4.949
H -5.809 -1.723 3.356
H -5.925 -3.334 3.734
C -4.764 4.940 12.511
O -4.040 5.204 11.269
C -4.855 5.239 10.113
C -4.036 5.132 8.769
N -3.155 6.241 8.850
C -2.155 6.324 7.722
C -2.834 6.395 6.334
O -3.046 5.095 5.830
C -3.477 4.940 4.417
H -5.306 4.016 12.308
H -5.398 5.768 12.828
H -4.097 4.787 13.359
H -5.574 6.035 10.305
H -5.543 4.412 10.290
H -4.731 5.243 7.937
H -3.522 4.177 8.664
H -2.798 6.042 9.774
H -1.376 5.568 7.618
H -1.608 7.260 7.831
H -2.156 6.872 5.626
H -3.748 6.980 6.442
H -4.319 5.544 4.079
H -3.638 3.865 4.336
H -2.733 5.205 3.666
C -0.460 -0.352 -2.948
C 0.511 -1.386 -3.331
O 0.979 -2.040 -2.097
H -1.183 -0.849 -2.301
H -1.026 0.185 -3.708
H -0.031 0.420 -2.309
H 1.384 -0.990 -3.849
H 0.038 -2.131 -3.970
H 1.480 -2.829 -2.317
C 7.773 -1.032 0.331
C 8.396 -1.064 -1.072
O 9.596 -1.725 -1.042
H 8.350 -1.622 1.043
H 6.772 -1.423 0.147
H 7.713 -0.005 0.689
H 8.763 -0.086 -1.381
H 7.688 -1.330 -1.856
H 10.341 -1.163 -1.270
C -3.531 -7.242 -1.546
C -4.207 -6.015 -2.252
O -5.650 -6.285 -2.326
H -2.880 -7.801 -2.219
H -4.243 -8.032 -1.308
H -3.017 -6.934 -0.636
H -3.824 -5.929 -3.269
H -4.016 -5.095 -1.699
H -6.198 -5.815 -1.693
C -2.265 5.682 -6.582
C -2.142 6.966 -7.510
O -2.243 8.127 -6.747
H -1.480 5.474 -5.855
H -2.019 4.891 -7.290
H -3.249 5.450 -6.174
H -2.863 6.838 -8.317
H -1.173 6.924 -8.006
H -2.369 8.795 -7.425
C -5.892 -2.501 -8.329
C -6.099 -1.269 -7.437
O -7.449 -0.963 -7.627
H -4.804 -2.500 -8.402
H -6.356 -2.446 -9.314
H -6.228 -3.428 -7.864
H -5.529 -0.430 -7.836
H -6.024 -1.329 -6.351
H -7.607 -0.953 -8.574
*
```

Results of the Mulliken charge analysis, in e, for atoms 1 through 99:
1 C -0.72
2 O -0.31
3 C -0.83
4 C -0.19
5 N -0.37
6 C -0.72
7 C -0.59
8 O -0.33
9 C -0.79
10 H 0.29
11 H 0.30
12 H 0.24
13 H 0.37
14 H 0.43
15 H 0.24
16 H 0.25
17 H 0.24
18 H 0.36
19 H 0.43
20 H 0.43
21 H 0.36
22 H 0.28
23 H 0.32
24 H 0.32
25 C -0.68
26 O -0.34
27 C -0.61
28 C -0.58
29 N -0.24
30 C -0.66
31 C -0.69
32 O -0.29
33 C -0.80
34 H 0.23
35 H 0.31
36 H 0.28
37 H 0.38
38 H 0.31
39 H 0.32
40 H 0.36
41 H 0.28
42 H 0.32
43 H 0.35
44 H 0.47
45 H 0.38
46 H 0.28
47 H 0.32
48 H 0.30
49 C -0.79
50 O -0.33
51 C -0.65
52 C -0.55
53 N -0.36
54 C -0.71
55 C -0.47
56 O -0.30
57 C -0.72
58 H 0.26
59 H 0.35
60 H 0.28
61 H 0.42
62 H 0.36
63 H 0.35
64 H 0.36
65 H 0.24
66 H 0.33
67 H 0.44
68 H 0.33
69 H 0.31
70 H 0.30
71 H 0.25
72 H 0.29
73 C -0.69
74 O -0.37
75 C -0.55
76 C -0.53
77 N -0.36
78 C -0.87
79 C -0.53
80 O -0.30
81 C -0.80
82 H 0.25
83 H 0.26
84 H 0.32
85 H 0.33
86 H 0.36
87 H 0.41
88 H 0.22
89 H 0.31
90 H 0.36
91 H 0.40
92 H 0.36
93 H 0.47
94 H 0.28
95 H 0.34
96 H 0.32
97 C -0.70
98 O -0.32
99 C -0.53

***

Look up the energy relative to the best compared isomer or geometry (same formula, charge and spin) of the second one.
308.4 kJ/mol